Record 1
Density functional theory data (ωB97M-V/def2-TZVPD) for C12B3BaO24 as an isolated structure at a distorted geometry.

Atoms and positions in Å:
Ba1 -3.366 2.342 -0.172
O1 0.598 -1.223 -0.494
O2 -2.333 -2.153 -4.037
O3 0.346 -2.343 1.422
O4 0.774 -1.115 3.545
O5 3.270 -0.194 1.301
O6 1.524 -1.121 5.573
O7 -0.371 -3.256 3.513
O8 -0.140 -1.514 -3.268
O9 1.464 5.577 -0.762
O10 1.994 1.431 0.676
O11 1.237 -0.377 -6.261
O12 -0.786 -0.708 -5.352
O13 -4.390 -2.529 -3.210
O14 -1.325 -1.292 2.318
O15 -1.908 -0.032 -3.260
O16 -1.744 0.221 0.610
O17 2.104 3.886 0.688
O18 -1.225 4.036 -0.442
O19 2.146 -1.438 -3.605
O20 0.042 2.763 0.756
O21 -3.833 0.310 -2.007
O22 0.211 -3.849 5.556
O23 2.862 1.194 4.042
O24 1.588 2.473 2.668
C1 -1.122 -0.711 1.130
C2 0.506 -0.772 -5.377
C3 0.021 -1.509 0.568
C4 -3.081 -0.429 -2.695
C5 -0.159 3.809 0.085
C6 -3.356 -1.888 -3.278
C7 2.589 0.753 1.583
C8 1.210 4.622 -0.018
C9 0.288 -3.054 4.641
C10 2.365 1.478 2.961
C11 0.988 -1.251 -3.973
C12 0.985 -1.697 4.676
B1 -0.124 -1.991 2.719
B2 1.445 2.663 1.206
B3 -1.293 -1.112 -4.026

Summary:
Total charge: -1
Multiplicity: 1
F_max in hartree/bohr: 0.1435
Relative energy (zero: lowest compared OMol25 entry of this formula, charge and spin) in eV: 4.349

Here are the Löwdin charges for atoms 1 to 4, given in e: atom 1 (Ba): 2.03, atom 2 (O): 0.16, atom 3 (O): 0.25, atom 4 (O): 0.31

---

Record 2
Density functional theory data (ωB97M-V/def2-TZVPD) for a 6-piece molecular cluster, C24H30F18O12 overall at a distorted geometry.

Atoms and positions in Å:
F1 16.632 9.557 -19.891
F2 18.411 10.755 -20.245
F3 17.114 16.499 -10.776
F4 16.331 11.673 -17.819
F5 18.211 16.769 -16.595
F6 18.108 18.359 -18.074
F7 19.421 16.671 -18.380
F8 13.433 11.603 -16.253
F9 18.591 13.067 -12.030
F10 18.586 8.645 -19.807
F11 16.921 18.643 -11.036
F12 17.932 11.003 -12.169
F13 18.383 11.049 -17.549
F14 19.985 11.449 -11.616
F15 11.859 11.172 -14.826
F16 11.399 11.332 -16.943
F17 17.015 17.805 -9.040
F18 17.959 13.010 -18.330
O1 17.482 15.647 -19.656
O2 15.931 16.370 -18.216
O3 18.116 10.210 -22.690
O4 14.531 17.145 -9.102
O5 18.197 10.792 -9.408
O6 14.396 17.614 -11.298
O7 18.139 13.033 -9.510
O8 11.048 13.839 -16.572
O9 18.448 12.442 -15.269
O10 17.334 8.136 -22.306
O11 16.425 13.299 -15.782
O12 12.574 13.949 -14.932
C1 17.901 13.143 -8.097
C2 16.193 13.769 -14.457
C3 12.676 16.906 -7.618
C4 17.544 12.075 -17.459
C5 16.452 15.105 -20.505
C6 17.050 14.955 -14.048
C7 17.535 12.627 -16.016
C8 17.853 9.571 -20.439
C9 18.233 17.038 -17.903
C10 15.016 17.457 -10.293
C11 12.148 11.827 -15.955
C12 10.739 15.243 -16.417
C13 17.061 16.313 -18.601
C14 17.740 9.194 -21.937
C15 17.112 14.703 -21.813
C16 11.716 16.073 -17.222
C17 18.713 11.853 -11.490
C18 18.323 11.821 -10.002
C19 11.937 13.345 -15.746
C20 17.920 10.094 -24.112
C21 16.546 17.612 -10.279
C22 17.206 14.465 -7.841
C23 13.177 16.699 -9.039
C24 19.273 9.938 -24.826
H1 17.786 15.340 -8.117
H2 16.346 14.579 -22.579
H3 18.106 14.763 -14.250
H4 12.688 16.024 -16.732
H5 20.039 9.502 -24.193
H6 17.426 10.985 -24.482
H7 19.578 10.924 -25.172
H8 11.628 16.645 -7.530
H9 17.268 12.327 -7.751
H10 19.140 9.283 -25.687
H11 13.165 15.640 -9.300
H12 15.661 15.830 -20.682
H13 16.355 12.962 -13.735
H14 16.795 15.848 -14.618
H15 16.068 14.223 -19.991
H16 17.788 15.505 -22.115
H17 17.322 9.198 -24.271
H18 16.237 14.455 -8.340
H19 10.705 15.521 -15.365
H20 9.715 15.338 -16.776
H21 13.269 16.299 -6.927
H22 12.904 17.930 -7.316
H23 15.141 14.023 -14.342
H24 11.420 17.123 -17.155
H25 11.766 15.748 -18.255
H26 18.856 13.076 -7.572
H27 17.008 14.513 -6.767
H28 17.673 13.773 -21.745
H29 16.991 15.092 -12.970
H30 12.543 17.255 -9.725

Summary:
Total charge: 0
SMILES string: CCOC(=O)C(F)(F)F.CCOC(=O)C(F)(F)F.CCOC(=O)C(F)(F)F.CCOC(=O)C(F)(F)F.CCOC(=O)C(F)(F)F.CCOC(=O)C(F)(F)F
Multiplicity: 1
F_max in hartree/bohr: 0.0334
Relative energy (zero: lowest compared OMol25 entry of this formula, charge and spin) in eV: 0.485

Here are the Löwdin charges for atoms 1 to 4, given in e: atom 1 (F): 0.17, atom 2 (F): 0.17, atom 3 (F): 0.16, atom 4 (F): 0.17

---

Record 3
Density functional theory data (ωB97M-V/def2-TZVPD) for C20H56O32P6V as an isolated structure at a distorted geometry.

Atoms and positions in Å:
V1 19.850 -5.476 -9.308
P1 23.693 -2.866 -4.803
P2 16.092 -2.649 -5.902
P3 16.508 -7.111 -10.584
P4 21.192 -5.405 -12.788
P5 26.374 -7.128 -9.631
P6 16.659 -1.696 -13.955
O1 17.194 -0.480 -14.665
O2 20.668 -5.328 -11.424
O3 15.983 -2.833 -14.900
O4 17.758 -2.630 -13.201
O5 15.516 -1.525 -12.744
O6 21.528 -3.976 -13.418
O7 26.966 -6.070 -10.679
O8 14.644 -2.185 -5.264
O9 25.556 -8.221 -10.296
O10 25.639 -6.223 -8.465
O11 27.714 -7.691 -8.825
O12 16.556 -8.743 -10.718
O13 22.582 -6.244 -13.021
O14 24.334 -4.308 -4.301
O15 16.356 -1.550 -7.075
O16 15.324 -6.694 -9.578
O17 20.487 -7.662 -9.317
O18 18.957 -4.154 -9.650
O19 21.594 -9.536 -9.776
O20 17.185 -2.213 -4.734
O21 21.250 -4.829 -8.788
O22 16.090 -4.039 -6.352
O23 20.118 -5.937 -13.876
O24 24.026 -1.736 -3.885
O25 17.881 -6.508 -10.286
O26 22.035 -3.119 -4.794
O27 19.619 -7.274 -6.006
O28 24.098 -2.738 -6.327
O29 18.847 -5.656 -7.271
O30 21.580 -8.708 -7.732
O31 15.834 -6.604 -11.995
O32 17.420 -6.716 -6.051
C1 18.640 -6.570 -6.467
C2 17.504 -1.763 -7.897
C3 28.724 -6.834 -8.352
C4 21.236 -8.594 -8.945
C5 15.125 -7.317 -8.311
C6 22.711 -7.565 -12.567
C7 14.019 -2.751 -4.168
C8 14.578 -2.971 -15.089
C9 18.494 -1.960 -12.222
C10 25.474 -4.326 -3.511
C11 19.294 -7.031 -13.508
C12 22.450 -3.125 -12.802
C13 25.461 -2.673 -6.708
C14 15.913 -5.200 -12.331
C15 26.087 -5.587 -11.638
C16 21.390 -4.022 -5.739
C17 24.230 -5.880 -8.614
C18 15.259 -0.261 -12.243
C19 15.391 -9.522 -10.913
C20 18.177 -3.152 -4.222
H1 22.926 -7.587 -11.498
H2 16.175 -5.167 -13.389
H3 14.520 -3.599 -3.703
H4 15.288 0.453 -13.067
H5 14.097 -7.638 -8.145
H6 21.882 -2.300 -12.372
H7 15.777 -8.168 -8.114
H8 15.317 -6.567 -7.543
H9 23.770 -6.596 -9.296
H10 18.234 -6.903 -13.727
H11 23.756 -6.212 -7.690
H12 22.231 -9.908 -9.162
H13 23.384 -8.187 -13.157
H14 13.933 -2.244 -14.595
H15 25.828 -1.675 -6.945
H16 18.020 -2.705 -7.714
H17 18.384 -0.878 -12.154
H18 19.551 -7.959 -14.019
H19 22.025 -4.692 -6.319
H20 25.782 -5.330 -3.216
H21 14.297 -3.979 -14.781
H22 19.246 -7.091 -12.421
H23 18.204 -0.953 -7.693
H24 28.704 -5.847 -8.814
H25 13.904 -1.967 -3.418
H26 16.482 -4.597 -11.623
H27 29.716 -7.266 -8.486
H28 25.256 -3.723 -2.630
H29 25.754 -3.421 -7.445
H30 26.225 -4.507 -11.683
H31 19.125 -2.697 -3.936
H32 23.081 -3.546 -12.019
H33 17.156 -5.838 -6.333
H34 14.848 -4.969 -12.309
H35 26.273 -3.828 -4.059
H36 18.367 -2.435 -11.249
H37 18.324 -3.948 -4.952
H38 17.286 -1.820 -8.963
H39 12.978 -2.972 -4.403
H40 14.312 -2.947 -16.146
H41 20.657 -3.557 -6.398
H42 14.315 -0.287 -11.699
H43 20.744 -4.726 -5.215
H44 26.417 -5.906 -12.627
H45 15.685 -10.557 -11.089
H46 14.724 -9.414 -10.058
H47 28.672 -6.626 -7.283
H48 25.035 -5.829 -11.483
H49 19.543 -2.090 -12.491
H50 14.796 -9.100 -11.723
H51 24.015 -4.826 -8.790
H52 17.775 -3.669 -3.351
H53 23.113 -2.747 -13.580
H54 16.051 0.090 -11.581
H55 21.686 -7.935 -12.589
H56 26.108 -2.965 -5.880

Summary:
Total charge: -1
Multiplicity: 1
F_max in hartree/bohr: 0.1834

Here are the Löwdin charges for atoms 1 to 4, given in e: atom 1 (V): 0.97, atom 2 (P): 0.50, atom 3 (P): 0.51, atom 4 (P): 0.56

---

Number 1: highest occupied orbital energy -7.1 eV, E_LUMO -0.91 eV. Number 2: highest occupied orbital energy -10.9 eV, E_LUMO 0.46 eV. Number 3: highest occupied orbital energy -4.9 eV, E_LUMO 2.03 eV.